Entry 1:
C2H8N2O2 | ωB97M-V/def2-TZVPD

Output
**Orbital gap**: 9.864 eV
**ΔE to the lowest compared entry with this formula, charge and spin**: 79.1 kJ/mol
**LUMO energy**: 0.766 eV

Each line ends with the Löwdin charge.
Cartesian coordinates (Å):
N -1.715 1.005 -0.470  0.015
C -1.782 -0.171 0.315  -0.235
C -1.076 -0.015 1.688  -0.535
N -0.687 -1.152 2.324  0.149
O -1.121 1.061 2.248  0.041
H -1.863 1.767 0.169  0.067
H -0.928 1.075 -1.084  0.070
H -1.337 -1.077 -0.116  0.108
H -2.787 -0.545 0.551  0.119
H -0.405 -1.984 1.840  0.092
H -0.322 -1.076 3.267  0.110
H 4.929 1.059 -3.873  0.033
H 4.760 -0.255 -3.100  0.033
O 4.334 0.308 -3.759  -0.066

Atoms 1-2, force components in eV/Å:
N -1.25 -0.36 -0.19
C 1.35 -1.87 0.98

---

Entry 2:
C8H15N | ωB97M-V/def2-TZVPD

Output
**Orbital gap**: 9.347 eV
**ΔE to the lowest compared entry with this formula, charge and spin**: 960.6 kJ/mol
**LUMO energy**: 0.921 eV

Each line ends with the Löwdin charge.
Cartesian coordinates (Å):
C -0.906 2.104 0.440  -0.057
C -1.569 0.709 0.096  -0.205
C -0.563 -0.347 -0.374  -0.524
C -1.353 -1.305 -1.016  -0.114
C 0.178 -0.929 0.854  -0.245
C 1.580 -0.975 0.915  -0.192
C 1.765 0.325 0.039  -0.364
C 0.913 -0.080 -1.177  0.005
H -1.463 3.068 0.407  0.075
H 0.016 1.956 -0.343  0.088
H -0.237 1.747 1.329  0.090
H -2.001 0.031 1.079  0.176
H -2.199 0.571 -0.800  0.089
H -1.002 -2.167 -1.448  0.069
H -1.538 -0.634 -1.848  0.095
H -2.425 -1.496 -0.575  0.149
H -0.063 -0.689 2.122  0.200
H -0.130 -1.986 0.819  0.114
H 1.840 -0.931 1.924  0.063
H 2.233 -2.005 0.677  0.174
H 1.364 1.122 0.485  0.048
H 2.055 1.914 -0.915  0.055
H 1.240 -0.965 -1.601  0.087
N 2.264 0.964 -1.088  0.125

Atoms 1-2, force components in eV/Å:
C 3.32 -3.65 -1.15
C -0.36 -1.00 1.42

---

Entry 3:
H2NO5PS | ωB97M-V/def2-TZVPD

Output
**Orbital gap**: 12.044 eV
**ΔE to the lowest compared entry with this formula, charge and spin**: 10.8 kJ/mol
**LUMO energy**: 0.072 eV

Each line ends with the Löwdin charge.
Cartesian coordinates (Å):
N -1.672 -0.059 0.023  -0.007
O 0.492 -0.031 -1.031  -0.294
O 1.131 2.125 0.226  -0.204
O 2.761 0.445 -0.221  -0.218
O -0.346 -2.383 0.121  -0.190
O 0.729 -0.270 1.159  -0.271
P -0.349 -0.952 0.056  0.397
S 1.407 0.757 0.088  0.589
H -2.613 -0.489 -0.022  0.111
H -1.540 0.858 -0.399  0.088

Atoms 1-2, force components in eV/Å:
N -2.20 -0.40 0.04
O 0.32 0.38 0.12

---

Entry 4:
C12H48O12 | ωB97M-V/def2-TZVPD

Output
**Orbital gap**: 9.895 eV
**ΔE to the lowest compared entry with this formula, charge and spin**: 527.8 kJ/mol
**LUMO energy**: 0.272 eV

Each line ends with the Löwdin charge.
Cartesian coordinates (Å):
C 2.535 -0.048 3.817  -0.173
O 1.613 0.956 3.485  -0.136
H 3.312 -0.165 3.051  0.068
H 3.028 0.155 4.772  0.077
H 2.043 -1.026 3.863  0.073
H 1.957 1.490 2.757  0.015
C -1.676 -2.432 -1.882  -0.128
O -2.418 -2.721 -0.702  -0.132
H -1.187 -3.326 -2.276  0.087
H -2.327 -2.033 -2.668  0.075
H -0.937 -1.670 -1.642  0.052
H -3.330 -2.906 -0.941  0.094
C -0.654 -3.461 1.984  -0.154
O -0.994 -4.501 1.072  -0.125
H -1.388 -2.654 1.914  0.060
H -0.679 -3.856 3.000  0.080
H 0.344 -3.074 1.765  0.052
H -1.475 -4.056 0.362  0.026
C -3.802 -0.281 2.325  -0.162
O -5.026 -0.765 2.860  -0.115
H -2.954 -0.633 2.926  0.079
H -3.693 -0.755 1.349  0.067
H -3.707 0.804 2.248  0.058
H -4.951 -0.785 3.817  0.072
C 3.554 -2.946 1.804  -0.163
O 4.591 -3.427 0.947  -0.131
H 3.146 -2.028 1.372  0.055
H 2.745 -3.682 1.872  0.074
H 3.969 -2.798 2.796  0.077
H 4.200 -3.433 0.065  0.030
C -1.605 3.056 3.181  -0.142
O -1.346 4.282 2.479  -0.132
H -2.661 2.782 3.081  0.060
H -0.990 2.280 2.736  0.064
H -1.364 3.145 4.241  0.082
H -1.761 5.005 2.956  0.067
C 2.789 2.041 0.359  -0.120
O 2.722 2.709 1.623  -0.126
H 2.962 0.982 0.540  0.070
H 1.875 2.169 -0.220  0.067
H 3.645 2.405 -0.217  0.087
H 2.556 3.640 1.454  0.093
C -3.781 1.204 -2.291  -0.142
O -2.804 1.874 -1.508  -0.131
H -3.333 0.292 -2.673  0.062
H -4.710 1.036 -1.746  0.081
H -4.042 1.795 -3.182  0.082
H -3.160 2.633 -1.038  0.084
C -0.043 -0.350 0.417  -0.115
O 0.169 0.211 -0.885  -0.163
H -1.090 -0.649 0.469  0.067
H 0.632 -1.192 0.549  0.070
H 0.231 0.371 1.194  0.068
H -0.561 0.793 -1.120  0.049
C 3.139 -1.508 -1.920  -0.132
O 3.123 -2.852 -1.489  -0.125
H 3.651 -0.939 -1.147  0.078
H 3.693 -1.373 -2.856  0.085
H 2.132 -1.108 -2.067  0.060
H 2.802 -3.432 -2.183  0.090
C -0.124 0.183 -4.235  -0.138
O 0.174 0.398 -5.629  -0.123
H -0.920 0.868 -3.946  0.068
H -0.450 -0.845 -4.092  0.069
H 0.754 0.483 -3.660  0.072
H 0.655 -0.370 -5.946  0.066
C 0.056 3.884 -2.590  -0.157
O 0.913 3.818 -3.722  -0.113
H -0.711 4.658 -2.696  0.082
H -0.508 2.954 -2.495  0.046
H 0.619 4.059 -1.670  0.070
H 0.833 4.664 -4.168  0.071

Atoms 1-2, force components in eV/Å:
C 0.43 -0.47 -0.33
O -0.51 0.01 -0.04

---

Entry 5:
C3H4AuLiO3 | ωB97M-V/def2-TZVPD

Output
**Orbital gap (spin up / spin down)**: 9.088 / 6.717 eV
**2S+1**: 3
**ΔE to the lowest compared entry with this formula, charge and spin**: 0.0 kJ/mol
**LUMO energy (spin up / spin down)**: -8.480 / -12.515 eV
**Net charge**: +2

Each line ends with the Löwdin charge.
Cartesian coordinates (Å):
H -4.394 0.684 -0.091  0.073
C 1.594 -0.159 0.620  -0.125
C 0.518 -0.290 -0.416  -0.129
O -0.192 0.916 -0.509  -0.025
C -1.487 0.958 -0.048  -0.473
O -1.659 1.690 0.914  0.281
O 2.629 -0.794 0.585  -0.015
Au -3.045 0.141 -0.805  1.022
H 1.410 0.563 1.440  0.172
H -0.121 -1.136 -0.102  0.156
H 0.971 -0.564 -1.382  0.161
Li 3.776 -2.010 -0.206  0.902

Atoms 1-2, force components in eV/Å:
H -0.60 -0.05 -0.02
C 0.54 0.34 0.57

---

Entry 6:
C28H37KN8O2 | ωB97M-V/def2-TZVPD

Output
**Orbital gap**: 6.201 eV
**ΔE to the lowest compared entry with this formula, charge and spin**: 280.0 kJ/mol
**LUMO energy**: 0.076 eV

Each line ends with the Löwdin charge.
Cartesian coordinates (Å):
K 1.207 1.207 0.764  0.736
C 0.423 3.926 -3.430  -0.023
C 0.599 2.928 -2.311  -0.270
N 0.519 3.200 -1.076  0.060
C 0.193 4.539 -0.640  -0.222
C 0.571 4.772 0.821  -0.219
N 0.145 3.706 1.710  -0.117
C -1.284 3.456 1.754  -0.232
C -1.662 2.430 2.813  -0.222
N -1.215 1.070 2.549  -0.086
C -2.029 0.349 1.571  -0.219
C -1.960 -1.154 1.783  -0.064
N -0.345 -1.127 -0.068  0.136
C 0.325 -1.673 -1.005  -0.224
C 0.749 -3.092 -1.203  0.003
C 0.806 -0.688 -2.036  -0.203
C 1.540 -1.089 -3.149  0.010
C 1.935 -0.128 -4.061  -0.030
C 1.611 1.198 -3.837  -0.002
C 0.903 1.513 -2.682  -0.218
N 0.488 0.584 -1.832  0.135
H -0.360 4.645 -3.191  0.076
H 0.159 3.434 -4.363  0.077
H 1.348 4.486 -3.590  0.098
H -0.886 4.689 -0.767  0.123
H 0.688 5.315 -1.234  0.117
H 0.153 5.753 1.104  0.116
H 1.658 4.847 0.895  0.121
H 0.500 3.864 2.645  0.114
H -1.617 3.109 0.771  0.113
H -1.856 4.372 1.982  0.122
H -2.758 2.472 2.921  0.115
H -1.239 2.748 3.771  0.120
H -1.214 0.558 3.422  0.103
H -1.713 0.564 0.551  0.092
H -3.089 0.641 1.637  0.123
H -2.926 -1.605 1.593  0.115
H -1.684 -1.392 2.810  0.122
H 0.538 -3.748 -0.371  0.053
H 1.833 -3.052 -1.332  0.082
H 0.289 -3.500 -2.106  0.106
H 1.821 -2.120 -3.288  0.113
H 2.513 -0.410 -4.931  0.112
H 1.936 1.969 -4.521  0.111
N 2.926 0.580 3.119  -0.028
C 4.278 0.403 2.541  -0.286
C 4.314 -0.773 1.583  -0.119
C 3.633 -0.493 0.220  -0.717
O 3.289 -1.487 -0.454  -0.031
O 3.432 0.714 -0.063  -0.180
H 2.932 1.350 3.779  0.063
H 2.691 -0.248 3.658  0.063
H 5.035 0.266 3.324  0.102
H 4.517 1.309 1.986  0.104
H 3.826 -1.649 2.024  0.105
H 5.346 -1.076 1.394  0.114
C -4.571 -2.027 -2.549  -0.091
C -4.273 -3.382 -2.389  -0.085
C -3.350 -3.772 -1.450  -0.024
C -2.710 -2.794 -0.649  -0.235
N -3.011 -1.492 -0.811  0.105
C -3.906 -1.139 -1.731  -0.146
C -1.733 -3.145 0.349  -0.189
C -1.468 -4.442 0.773  -0.079
C -0.474 -4.792 1.652  -0.133
C 0.321 -3.737 2.166  -0.100
C 0.110 -2.451 1.850  -0.071
N -0.969 -2.007 0.943  -0.123
H -5.284 -1.680 -3.283  0.092
H -4.754 -4.128 -3.009  0.103
H -3.103 -4.819 -1.349  0.097
H -4.092 -0.072 -1.815  0.103
H -2.094 -5.221 0.359  0.106
H -0.311 -5.815 1.950  0.085
H 1.147 -3.936 2.837  0.112
H 0.694 -1.613 2.203  0.110

Atoms 1-2, force components in eV/Å:
K -0.44 0.10 0.33
C -0.01 0.03 0.03